{"formula": "C21H24FGaO", "method": "ωB97M-V/def2-TZVPD", "e_lumo_ev": [4.87, 4.87], "homo_lumo_gap_ev": [2.28, 2.28], "spin_multiplicity": 1, "total_charge": -2, "elements": ["Ga", "C", "C", "C", "H", "C", "C", "H", "H", "H", "H", "C", "C", "C", "H", "C", "C", "H", "H", "H", "H", "O", "C", "C", "C", "C", "C", "H", "H", "H", "H", "H", "H", "H", "H", "H", "H", "F", "C", "C", "C", "C", "C", "C", "H", "H", "H", "H"], "xyz": [[-0.0462, -0.0061, 0.5526], [1.9293, 1.0911, 1.8334], [2.3616, 0.1928, 0.7806], [2.5509, 0.9809, -0.4063], [2.6782, -0.8479, 0.9146], [2.1772, 2.3162, -0.1058], [1.8108, 2.3866, 1.2647], [1.5517, 3.2931, 1.8053], [1.8257, 0.8244, 2.8839], [2.9957, 0.6257, -1.3352], [2.2336, 3.1598, -0.7965], [-2.3053, 1.0509, 1.5062], [-1.7666, 2.2997, 1.8987], [-1.3903, 3.0182, 0.7226], [-1.6948, 2.6603, 2.9237], [-1.6843, 2.2218, -0.4076], [-2.2078, 0.9586, 0.0611], [-2.7205, 0.2245, -0.5586], [-2.7570, 0.2941, 2.1437], [-0.9765, 4.0253, 0.6969], [-1.6084, 2.5073, -1.4623], [-0.0366, -0.8818, -0.9419], [-0.2590, 0.1931, -3.5066], [0.4176, -1.1559, -3.3423], [0.5314, 1.3778, -3.2565], [-1.7046, 0.1693, -3.4721], [0.5559, -1.7087, -1.8614], [1.4224, -1.1524, -3.8309], [-0.1086, -1.8984, -3.9643], [0.0747, -2.6888, -1.8102], [1.6283, -1.8651, -1.6457], [0.6360, 1.9366, -4.2271], [1.5895, 1.1855, -2.9083], [0.1393, 2.0740, -2.5111], [-2.0851, 0.1255, -4.5236], [-2.1647, 1.0338, -2.9869], [-2.1704, -0.7250, -2.9566], [-0.0774, -4.5413, 4.6354], [-0.1258, -3.4936, 3.7221], [-0.3477, -2.2176, 4.1880], [-0.3988, -1.1805, 3.2389], [-0.1979, -1.4329, 1.8840], [0.0522, -2.7210, 1.4602], [0.0999, -3.7921, 2.3784], [-0.4540, -2.0083, 5.2599], [-0.5682, -0.1670, 3.6074], [0.2594, -2.9411, 0.3990], [0.3352, -4.8014, 2.0560]], "forces_ev_per_angstrom": [[-0.122, 0.579, 0.417], [-0.500, 0.132, -0.743], [0.143, 0.619, -0.559], [0.079, 0.284, 1.053], [-0.272, 0.433, -0.074], [0.652, -0.453, 0.416], [0.436, -0.263, -0.329], [-0.177, -0.240, -0.138], [-0.140, 0.061, -0.282], [-0.480, 0.018, 0.222], [-0.223, -0.340, 0.189], [0.531, 0.632, -0.284], [-0.511, -0.114, -0.538], [-0.727, -0.479, -0.169], [0.124, -0.105, -0.207], [0.058, -0.002, 0.715], [0.637, 0.547, 0.529], [0.394, 0.084, 0.115], [0.248, 0.147, -0.075], [0.032, -0.321, 0.013], [0.201, -0.210, 0.641], [-0.638, -0.508, -1.109], [1.625, -2.990, 0.661], [-0.148, 1.096, -0.574], [1.349, 0.754, -0.479], [-1.087, -0.601, -0.240], [0.504, 0.354, -0.687], [-0.049, 0.128, 0.486], [-0.307, -0.290, 0.231], [-0.112, -0.451, 0.030], [0.067, 0.012, 0.085], [0.299, 0.771, 0.242], [-1.069, -0.021, -0.448], [-0.121, 0.306, 0.135], [-0.880, 0.087, -0.065], [-0.122, 0.273, -0.050], [0.440, 0.586, -0.289], [-0.020, 0.471, -0.315], [0.324, -0.859, -0.296], [-0.135, 0.601, -0.024], [0.139, -0.742, 0.662], [-0.245, 0.738, 0.750], [0.308, -1.462, 0.112], [-0.189, 0.819, 0.216], [-0.028, -0.246, -0.449], [0.023, -0.160, -0.243], [-0.197, 0.275, 0.609], [-0.115, 0.050, 0.140]], "mulliken_charge": [-0.70, -0.67, -0.41, -0.69, 0.55, -0.58, -0.61, 0.44, 0.62, 0.55, 0.34, -1.09, -0.59, -0.80, 0.39, -0.77, -0.11, 0.61, 0.65, 0.39, 0.62, 1.37, 0.65, -1.31, -0.90, -1.37, -0.95, 0.26, 0.42, 0.23, 0.09, 0.37, 0.00, -0.02, 0.35, 0.27, 0.11, -0.38, 0.45, -0.79, 0.56, -0.26, 0.27, -0.78, 0.38, 0.46, -0.07, 0.44]}

{"formula": "C39H88BFN5O6Si", "method": "ωB97M-V/def2-TZVPD", "e_lumo_ev": -4.20, "homo_lumo_gap_ev": 5.63, "spin_multiplicity": 1, "total_charge": 1, "elements": ["C", "C", "C", "N", "N", "C", "N", "C", "C", "C", "C", "C", "C", "C", "C", "Si", "C", "C", "C", "C", "C", "C", "C", "C", "C", "C", "C", "F", "N", "C", "B", "N", "O", "H", "H", "H", "H", "H", "H", "H", "H", "H", "H", "H", "H", "H", "H", "H", "H", "H", "H", "H", "H", "H", "H", "H", "H", "H", "H", "H", "H", "H", "H", "H", "H", "H", "H", "H", "H", "H", "H", "H", "H", "H", "H", "H", "H", "H", "H", "H", "H", "C", "C", "C", "O", "H", "H", "H", "H", "H", "H", "H", "H", "C", "C", "C", "O", "H", "H", "H", "H", "H", "H", "H", "H", "C", "C", "C", "O", "H", "H", "H", "H", "H", "H", "H", "H", "C", "C", "C", "O", "H", "H", "H", "H", "H", "H", "H", "H", "C", "C", "C", "O", "H", "H", "H", "H", "H", "H", "H", "H"], "xyz": [[3.7578, -6.2623, 2.5235], [4.5813, -5.2407, 3.5254], [5.5840, -4.2231, 2.6554], [4.6889, -3.1284, 2.1200], [5.3063, -2.3345, 1.1698], [4.7175, -1.9278, -0.0349], [5.5608, -1.0228, -0.8936], [4.8960, 0.2655, -1.2790], [3.8380, 0.1899, -2.5248], [3.0162, 1.6468, -2.5126], [1.6368, 1.4131, -1.6435], [0.5798, 2.6684, -1.6945], [-0.8506, 2.3159, -2.4247], [-1.5494, 0.9179, -1.9299], [-1.7220, 0.7699, -0.3009], [-3.1281, -0.5239, 0.1547], [-4.7700, 0.5246, 0.2687], [-2.8472, -1.3391, 1.9012], [-3.3798, -1.8463, -1.2551], [-4.6982, -1.8824, -2.2647], [-4.7654, -3.0582, -3.4484], [-3.5966, -4.1899, -3.6948], [-2.3118, -4.1763, -2.6732], [-2.2487, -3.0263, -1.5055], [6.2897, -1.7143, -2.0042], [5.4291, -2.7853, -2.8899], [5.8332, -4.3792, -2.5829], [5.8482, -2.5686, -4.3258], [3.3357, -2.3328, -0.4338], [3.1199, -3.8034, -0.6171], [2.2199, -1.6066, 0.2649], [2.2932, -0.8563, 1.5886], [0.8662, -1.6594, -0.3928], [2.9020, -5.6438, 1.9930], [3.2266, -7.1110, 3.1634], [4.4695, -6.8013, 1.7611], [5.2083, -5.8761, 4.2821], [3.7738, -4.6327, 4.1567], [6.0566, -4.7926, 1.7340], [6.3973, -3.8087, 3.3987], [4.5282, -2.4823, 2.9462], [6.2834, -1.9849, 1.4071], [5.7308, 1.0639, -1.5685], [4.3249, 0.6754, -0.3232], [3.1001, -0.7176, -2.5066], [4.4263, 0.1297, -3.5470], [2.8041, 2.0449, -3.5922], [3.7789, 2.4055, -1.9947], [1.1872, 0.3815, -1.9983], [1.9776, 1.3022, -0.5127], [0.3230, 2.9586, -0.5677], [1.1159, 3.6376, -2.1386], [-0.6009, 2.1725, -3.5817], [-1.5610, 3.2474, -2.3153], [-0.9452, -0.0417, -2.2881], [-2.6245, 0.8118, -2.4017], [-1.9580, 1.7902, 0.2253], [-0.7387, 0.3206, 0.1707], [-5.2892, 0.5645, -0.8007], [-5.4624, 0.0287, 1.0734], [-4.4991, 1.6165, 0.6083], [-3.4485, -2.3482, 2.0061], [-3.3331, -0.5928, 2.6859], [-1.6946, -1.5233, 2.1365], [-5.5780, -1.1174, -2.1599], [-5.7046, -3.1037, -4.1728], [-3.6104, -5.0056, -4.5366], [-1.4075, -4.9402, -2.7400], [-1.3267, -3.0347, -0.7835], [6.8299, -0.9408, -2.7344], [7.1839, -2.3272, -1.5061], [4.2620, -2.6119, -2.8878], [6.1686, -4.5542, -1.4745], [4.8624, -5.0057, -2.8827], [6.6563, -4.7148, -3.3799], [2.3105, -4.1644, 0.1686], [4.1306, -4.3476, -0.2889], [2.9107, -4.1630, -1.7133], [1.3934, -0.3241, 1.6563], [3.0987, -0.1827, 1.4721], [1.0023, -1.9064, -1.3733], [-3.9450, 5.9716, -4.8418], [-3.9487, 5.4708, -3.4062], [-4.9029, 6.2778, -2.5401], [-2.6314, 5.5636, -2.8703], [-3.6151, 7.0153, -4.8919], [-3.2448, 5.3896, -5.4505], [-4.9418, 5.8985, -5.2879], [-4.2373, 4.4143, -3.3856], [-4.6069, 7.3325, -2.5087], [-4.8859, 5.9142, -1.5071], [-5.9283, 6.2138, -2.9173], [-2.3668, 6.4984, -2.8846], [2.3067, -0.7475, 6.9239], [2.3440, 0.3987, 5.9258], [1.0046, 0.5687, 5.2265], [3.3554, 0.1460, 4.9539], [2.0866, -1.6967, 6.4226], [3.2808, -0.8659, 7.4104], [1.5487, -0.5754, 7.6944], [2.6102, 1.3277, 6.4417], [0.7384, -0.3340, 4.6650], [1.0500, 1.3891, 4.5023], [0.2076, 0.7802, 5.9462], [3.1272, -0.6771, 4.4907], [-7.7393, 8.4431, 0.8727], [-7.9588, 7.4521, -0.2593], [-9.3039, 6.7548, -0.1324], [-6.9185, 6.4782, -0.2427], [-7.7446, 7.9359, 1.8441], [-6.7622, 8.9283, 0.7752], [-8.5151, 9.2152, 0.8775], [-7.9040, 7.9738, -1.2210], [-9.3646, 6.1878, 0.8034], [-9.4429, 6.0357, -0.9468], [-10.1266, 7.4762, -0.1578], [-6.9595, 6.0099, 0.6077], [10.2956, -1.9214, 3.2268], [9.6888, -0.7550, 2.4633], [9.8818, 0.5559, 3.2090], [8.2960, -0.9890, 2.2722], [9.8187, -2.0392, 4.2063], [10.1383, -2.8598, 2.6842], [11.3704, -1.7789, 3.3763], [10.1486, -0.6852, 1.4714], [9.3902, 0.5259, 4.1880], [9.4293, 1.3846, 2.6539], [10.9442, 0.7727, 3.3581], [7.8796, -1.0523, 3.1478], [-9.6328, -1.9825, -2.4643], [-8.8949, -1.9236, -1.1363], [-9.8637, -1.8845, 0.0349], [-8.0698, -0.7620, -1.1056], [-10.2631, -1.0968, -2.6020], [-8.9231, -1.9977, -3.2984], [-10.2648, -2.8740, -2.5255], [-8.2378, -2.7950, -1.0413], [-10.5023, -0.9952, -0.0143], [-9.3188, -1.8298, 0.9834], [-10.5026, -2.7730, 0.0485], [-8.6449, 0.0168, -1.1892]], "forces_ev_per_angstrom": [[-0.395, 0.134, 0.672], [-0.206, -0.436, -0.467], [-0.282, -1.350, 0.808], [-0.120, 0.068, 1.799], [-0.022, 2.089, -3.868], [0.973, -0.402, 1.010], [-1.333, -1.207, 1.050], [-1.298, 0.870, -0.335], [0.207, 1.283, -0.913], [0.405, -0.765, 0.485], [0.851, 0.453, 0.159], [-0.312, 0.079, 1.089], [0.778, -0.159, -0.936], [-0.183, -0.211, 0.460], [0.947, -0.262, -0.058], [-0.658, 0.708, -0.120], [-0.425, 0.227, -0.209], [-0.019, -0.308, 0.897], [-0.605, -3.952, -4.038], [3.448, -3.262, -0.593], [2.534, -0.184, 1.644], [0.818, 3.030, 3.756], [-2.894, 3.202, 0.661], [-2.512, -0.155, -2.185], [1.645, -1.450, -0.554], [0.731, -0.602, -1.250], [-0.943, 0.412, -1.424], [-0.883, -0.285, 2.813], [2.028, 1.332, 1.723], [0.883, -2.267, 1.213], [-2.942, 0.587, -0.229], [0.321, 0.032, -3.184], [3.916, -0.739, -0.432], [1.884, -1.407, 0.851], [1.164, 1.892, -1.337], [-1.407, 1.212, 1.401], [-1.025, 1.346, -1.505], [1.924, -1.080, -1.400], [-0.866, 1.128, 2.039], [-1.308, -0.737, -1.685], [-0.216, -0.934, -1.322], [-1.074, -0.167, -0.919], [-1.686, -1.906, 0.782], [1.221, -0.757, -1.932], [1.431, 1.788, 0.252], [-1.004, -0.042, 2.119], [0.313, -0.913, 2.053], [-1.933, -1.359, -1.057], [0.664, 2.315, 0.747], [-0.736, -0.036, -2.248], [0.563, -0.625, -2.362], [-1.315, -2.212, 0.689], [-0.706, 0.406, 2.337], [1.326, -1.944, -0.184], [-1.255, 2.122, 0.605], [2.182, 0.364, 0.699], [0.435, -1.848, -1.034], [-1.627, 1.132, -0.968], [0.873, 0.023, 2.498], [1.008, 1.051, -1.718], [-0.627, -2.084, -0.647], [1.322, 1.944, -0.257], [1.265, -1.509, -1.465], [-2.540, 0.359, -0.342], [1.834, -1.735, -0.231], [2.219, 0.218, 1.780], [-0.275, 1.926, 1.800], [-2.275, 1.734, 0.036], [-1.912, 0.001, -1.502], [-1.596, -1.483, 1.736], [-1.886, 1.263, -1.073], [2.565, -0.225, 0.100], [-0.662, 0.280, -2.207], [2.232, 1.170, 0.997], [-1.618, 0.968, 2.050], [1.540, 0.592, -2.008], [-2.307, 1.017, -0.756], [0.129, 1.081, 2.105], [1.230, -0.358, 0.117], [-1.228, -0.692, 0.779], [-0.490, 0.408, 2.265], [0.066, -0.242, -0.311], [-0.171, 0.795, -0.146], [-0.052, -0.280, 0.254], [0.395, -0.075, 0.135], [-0.136, -0.033, 0.104], [-0.139, 0.018, 0.077], [0.119, 0.048, 0.024], [0.239, 0.077, 0.086], [-0.013, -0.048, -0.150], [-0.095, 0.049, -0.291], [0.106, 0.033, 0.125], [-0.182, -0.409, 0.000], [0.186, 0.014, 0.317], [-0.469, -0.526, -0.043], [-0.140, 0.303, -0.107], [0.454, -0.085, -0.358], [-0.137, 0.109, -0.034], [-0.151, 0.101, -0.022], [0.093, -0.079, -0.092], [0.154, -0.136, -0.219], [0.024, -0.051, 0.166], [0.003, -0.036, 0.170], [0.065, -0.044, -0.128], [-0.130, 0.393, 0.226], [0.161, 0.331, -0.033], [-0.227, -0.175, 0.653], [-0.226, -0.087, -0.276], [0.145, -0.182, 0.048], [-0.139, -0.022, -0.099], [-0.165, -0.037, -0.057], [0.092, -0.078, 0.052], [0.172, -0.201, 0.073], [0.037, 0.169, 0.013], [0.022, 0.165, 0.061], [0.060, -0.113, 0.031], [-0.043, 0.244, -0.348], [0.103, -0.285, -0.167], [0.460, 0.064, 0.694], [-0.025, 0.308, -0.172], [-1.015, -0.316, -0.191], [0.081, 0.163, -0.015], [0.098, 0.138, 0.006], [-0.163, -0.045, 0.016], [-0.303, -0.051, 0.056], [0.125, -0.117, -0.029], [0.134, -0.126, 0.027], [-0.162, -0.026, 0.008], [0.380, 0.179, -0.218], [0.097, -0.185, -0.280], [-0.595, 0.299, -0.071], [0.050, -0.152, 0.319], [0.299, 0.245, -0.023], [-0.025, -0.095, 0.135], [-0.069, -0.070, 0.135], [0.040, 0.124, -0.026], [0.098, 0.263, -0.004], [-0.002, -0.106, -0.134], [-0.045, -0.082, -0.152], [0.036, 0.127, 0.019], [0.220, -0.364, 0.043]], "mulliken_charge": [-0.70, -0.45, -0.36, -0.20, 0.76, -2.15, 0.54, -0.85, 0.29, -0.88, 0.88, -0.64, -0.54, -0.41, 0.34, 0.26, -0.90, -0.88, 0.61, -0.08, -0.41, -0.41, -0.45, -0.25, -0.92, 1.09, -1.05, -0.43, 1.30, -0.57, -0.48, 0.03, -0.30, 0.04, 0.34, 0.24, 0.34, 0.18, 0.29, 0.29, 0.14, 0.19, 0.34, 0.21, -0.06, 0.36, 0.30, 0.29, -0.37, -0.27, 0.21, 0.35, 0.32, 0.10, 0.13, 0.37, 0.48, -0.65, 0.15, 0.24, 0.30, 0.31, 0.28, 0.12, 0.04, 0.26, 0.29, 0.24, 0.21, 0.40, 0.24, -0.12, 0.22, 0.23, 0.41, 0.27, 0.05, 0.28, 0.20, 0.29, 0.23, -1.42, 0.68, -1.29, -0.53, 0.35, 0.35, 0.37, 0.25, 0.31, 0.28, 0.35, 0.31, -1.22, 0.38, -1.18, -0.50, 0.28, 0.32, 0.39, 0.33, 0.24, 0.29, 0.42, 0.21, -1.35, 0.51, -1.32, -0.44, 0.34, 0.32, 0.38, 0.24, 0.35, 0.32, 0.37, 0.30, -1.30, 0.28, -1.26, -0.48, 0.34, 0.31, 0.41, 0.28, 0.34, 0.31, 0.39, 0.29, -1.25, 0.47, -1.36, -0.47, 0.33, 0.29, 0.38, 0.26, 0.35, 0.33, 0.38, 0.31]}

- Number 2 is which compound?
  C39H88BFN5O6Si